No. 1
{
  "formula": "C19H15ClF3N5OS",
  "method": "wB97M-V/def2-TZVPD",
  "e_homo_ev": -8.4,
  "lumo_ev": 0.27,
  "relative_energy_kcal_mol": 0.0,
  "total_energy_ev": -60957.2041,
  "homo_lumo_gap_ha": 0.317,
  "symbols": ["N", "C", "N", "C", "N", "C", "C", "S", "C", "C", "C", "C", "Cl", "C", "C", "C", "C", "O", "N", "N", "C", "C", "C", "C", "C", "C", "C", "F", "F", "F", "H", "H", "H", "H", "H", "H", "H", "H", "H", "H", "H", "H", "H", "H", "H"],
  "positions_angstrom": [[1.776, -1.050, 2.606], [0.755, -0.611, 1.854], [-0.437, -1.051, 2.168], [-1.570, -0.542, 1.651], [-1.614, 0.515, 0.864], [-2.826, 0.985, 0.480], [-2.771, 2.137, -0.466], [-3.079, 1.538, -2.186], [-2.168, 0.008, -2.065], [-2.851, -1.166, -1.787], [-2.149, -2.341, -1.598], [-0.767, -2.333, -1.706], [0.111, -3.794, -1.459], [-0.083, -1.167, -2.013], [-0.789, 0.009, -2.186], [-3.999, 0.412, 0.860], [-3.998, -0.759, 1.696], [-4.960, -1.383, 2.090], [-2.704, -1.167, 2.046], [0.949, 0.294, 0.865], [2.090, 0.911, 0.371], [2.024, 2.300, 0.203], [3.088, 3.022, -0.290], [4.264, 2.375, -0.641], [4.340, 1.003, -0.526], [3.262, 0.261, -0.043], [3.455, -1.230, -0.046], [2.330, -1.948, -0.001], [4.115, -1.639, -1.139], [4.205, -1.645, 1.008], [2.731, -0.802, 2.428], [1.576, -1.782, 3.263], [-1.793, 2.616, -0.446], [-3.558, 2.864, -0.278], [-3.927, -1.154, -1.705], [-2.670, -3.257, -1.364], [0.990, -1.181, -2.115], [-0.269, 0.928, -2.416], [-4.950, 0.800, 0.534], [-2.611, -1.979, 2.644], [0.022, 0.696, 0.597], [1.110, 2.799, 0.488], [3.005, 4.093, -0.397], [5.107, 2.933, -1.015], [5.236, 0.482, -0.827]],
  "nbo_charge": [-0.78, 0.67, -0.64, 0.63, -0.64, 0.27, -0.54, 0.23, -0.18, -0.20, -0.23, -0.05, 0.02, -0.18, -0.22, -0.40, 0.63, -0.61, -0.58, -0.67, 0.26, -0.24, -0.17, -0.23, -0.15, -0.23, 0.98, -0.31, -0.32, -0.34, 0.41, 0.42, 0.22, 0.24, 0.24, 0.23, 0.22, 0.22, 0.24, 0.43, 0.46, 0.22, 0.22, 0.22, 0.23]
}



No. 2
{
  "formula": "C19H15CoF11N4O5S2Te",
  "method": "wB97M-V/def2-TZVPD",
  "e_homo_ev": [-12.8, -12.7],
  "spin_multiplicity": 5,
  "lumo_ev": [-5.62, -6.16],
  "relative_energy_kcal_mol": 5.8,
  "total_energy_ev": -132619.7695,
  "s_squared": 6.043,
  "charge": 1,
  "homo_lumo_gap_ha": [0.262, 0.242],
  "symbols": ["Co", "C", "C", "C", "C", "C", "C", "N", "C", "C", "C", "C", "C", "N", "C", "C", "C", "C", "C", "C", "N", "H", "H", "H", "H", "H", "H", "H", "H", "H", "H", "H", "H", "H", "H", "H", "F", "C", "F", "F", "S", "O", "O", "N", "S", "O", "O", "C", "F", "F", "F", "F", "Te", "F", "F", "F", "F", "O"],
  "positions_angstrom": [[0.514, -0.374, 0.457], [2.831, -0.005, -1.815], [1.629, 0.867, -1.982], [1.551, 1.760, -3.052], [0.452, 2.573, -3.206], [-0.596, 2.475, -2.299], [-0.484, 1.575, -1.271], [0.623, 0.807, -1.103], [-1.546, 1.308, -0.293], [-2.765, 1.943, -0.156], [-3.602, 1.540, 0.875], [-3.221, 0.539, 1.760], [-1.992, -0.063, 1.572], [-1.225, 0.322, 0.548], [-1.354, -1.102, 2.395], [-1.969, -1.739, 3.441], [-1.257, -2.717, 4.130], [0.019, -3.026, 3.730], [0.605, -2.366, 2.646], [1.981, -2.731, 2.198], [-0.080, -1.404, 2.018], [3.381, -0.057, -2.752], [2.554, -1.014, -1.518], [3.502, 0.415, -1.061], [2.371, 1.796, -3.754], [0.395, 3.267, -4.033], [-1.490, 3.069, -2.412], [-3.058, 2.737, -0.827], [-4.561, 2.023, 1.002], [-3.866, 0.248, 2.576], [-2.984, -1.490, 3.713], [-1.712, -3.236, 4.963], [0.588, -3.796, 4.230], [2.221, -3.733, 2.546], [2.706, -2.034, 2.619], [2.067, -2.714, 1.115], [-4.752, -2.956, -1.243], [-4.088, -1.821, -1.353], [-3.896, -1.307, -0.126], [-4.797, -0.950, -2.062], [-2.465, -2.060, -2.189], [-1.849, -0.760, -2.169], [-2.734, -2.692, -3.434], [-1.835, -3.057, -1.109], [-0.360, -3.231, -0.743], [0.406, -1.953, -0.749], [-0.181, -4.042, 0.417], [0.483, -4.088, -2.142], [0.387, -3.336, -3.232], [-0.081, -5.261, -2.349], [1.767, -4.251, -1.832], [2.582, -0.024, 3.335], [2.660, 1.509, 2.211], [0.720, 1.340, 2.047], [2.377, 2.644, 0.691], [2.181, 2.615, 3.709], [4.402, 1.071, 1.470], [2.241, -0.208, 0.879]],
  "nbo_charge": [1.46, -0.67, 0.31, -0.21, -0.10, -0.20, 0.16, -0.44, 0.33, -0.22, -0.10, -0.15, 0.21, -0.47, 0.17, -0.20, -0.10, -0.21, 0.34, -0.67, -0.47, 0.25, 0.25, 0.26, 0.25, 0.25, 0.24, 0.25, 0.25, 0.24, 0.24, 0.25, 0.25, 0.25, 0.27, 0.24, -0.29, 0.73, -0.34, -0.30, 2.26, -0.97, -0.87, -1.22, 2.27, -1.02, -0.90, 0.74, -0.30, -0.28, -0.30, -0.63, 2.98, -0.66, -0.63, -0.59, -0.60, -0.53]
}



No. 3
{
  "formula": "C19H15N3O2",
  "method": "wB97M-V/def2-TZVPD",
  "e_homo_ev": -8.0,
  "lumo_ev": 0.35,
  "relative_energy_kcal_mol": 74.0,
  "total_energy_ev": -28509.2785,
  "homo_lumo_gap_ha": 0.306,
  "symbols": ["C", "C", "N", "C", "C", "C", "C", "C", "C", "C", "O", "C", "C", "C", "C", "C", "C", "C", "C", "N", "N", "C", "O", "C", "H", "H", "H", "H", "H", "H", "H", "H", "H", "H", "H", "H", "H", "H", "H"],
  "positions_angstrom": [[-2.451, 1.044, -2.100], [-1.692, 1.230, -0.767], [-0.644, 0.442, -0.355], [-0.018, 0.980, 0.848], [0.994, 0.170, 1.447], [0.868, -0.007, 2.785], [1.825, -0.695, 3.520], [2.701, -1.490, 2.824], [2.798, -1.430, 1.487], [1.825, -0.723, 0.760], [2.089, -0.669, -0.559], [1.425, -1.644, -1.270], [0.932, -1.372, -2.531], [0.126, -2.357, -3.159], [-0.043, -3.629, -2.499], [0.391, -3.884, -1.260], [1.137, -2.886, -0.662], [-0.653, 2.193, 1.007], [-0.335, 3.473, 1.817], [-1.054, 4.585, 1.639], [-2.158, 4.671, 0.810], [-2.608, 3.555, 0.080], [-3.625, 3.680, -0.636], [-1.753, 2.311, 0.086], [-1.832, 0.801, -2.963], [-3.221, 0.242, -1.951], [-2.860, 1.975, -2.383], [-0.412, -0.397, -0.784], [0.044, 0.479, 3.268], [1.726, -0.715, 4.571], [3.417, -2.127, 3.312], [3.519, -2.031, 0.865], [1.085, -0.334, -2.880], [-0.479, -2.049, -4.046], [-0.572, -4.371, -3.040], [0.338, -4.842, -0.791], [1.351, -3.169, 0.376], [0.513, 3.427, 2.465], [-2.695, 5.564, 0.669]],
  "nbo_charge": [-0.65, 0.24, -0.49, 0.11, -0.12, -0.17, -0.20, -0.22, -0.22, 0.30, -0.49, 0.26, -0.28, -0.19, -0.22, -0.19, -0.28, -0.10, 0.03, -0.22, -0.44, 0.65, -0.63, -0.23, 0.22, 0.23, 0.26, 0.42, 0.22, 0.22, 0.22, 0.23, 0.24, 0.23, 0.21, 0.22, 0.23, 0.21, 0.43]
}



No. 4
{
  "formula": "C19H15N9O2Pd",
  "method": "wB97M-V/def2-TZVPD",
  "e_homo_ev": -15.1,
  "lumo_ev": -9.57,
  "total_energy_ev": -40913.1221,
  "charge": 2,
  "homo_lumo_gap_ha": 0.203,
  "symbols": ["Pd", "O", "C", "N", "C", "C", "C", "C", "C", "C", "N", "C", "O", "C", "C", "C", "C", "C", "N", "C", "C", "C", "C", "C", "N", "H", "H", "H", "H", "H", "H", "H", "H", "H", "H", "H", "H", "N", "N", "N", "C", "N", "N", "H", "H", "H"],
  "positions_angstrom": [[0.167, 0.477, -0.241], [0.727, 1.526, 3.932], [0.483, 1.455, 2.748], [0.795, 0.392, 1.936], [1.469, -0.691, 2.348], [1.873, -0.954, 3.670], [2.604, -2.064, 3.986], [2.948, -3.001, 2.988], [2.574, -2.796, 1.690], [1.839, -1.659, 1.303], [1.463, -1.357, 0.054], [1.749, -2.105, -1.061], [2.305, -3.180, -1.060], [1.281, -1.461, -2.340], [1.368, -2.185, -3.526], [0.938, -1.592, -4.703], [0.485, -0.281, -4.665], [0.434, 0.378, -3.441], [0.802, -0.212, -2.308], [-0.197, 2.571, 2.009], [-0.471, 3.745, 2.703], [-1.103, 4.780, 2.035], [-1.441, 4.604, 0.701], [-1.132, 3.399, 0.079], [-0.517, 2.411, 0.720], [1.590, -0.230, 4.429], [2.924, -2.231, 5.002], [3.510, -3.882, 3.258], [2.840, -3.500, 0.912], [1.764, -3.189, -3.493], [0.950, -2.147, -5.631], [0.171, 0.226, -5.564], [0.095, 1.407, -3.379], [-0.174, 3.806, 3.740], [-1.328, 5.702, 2.550], [-1.938, 5.385, 0.150], [-1.396, 3.228, -0.960], [-4.826, 0.106, -1.433], [-3.651, -0.456, -1.193], [-3.394, -1.693, -1.530], [-2.123, -1.841, -1.208], [-1.641, -0.710, -0.686], [-2.624, 0.169, -0.688], [-5.583, -0.554, -1.571], [-5.032, 0.953, -0.923], [-1.576, -2.751, -1.340]],
  "nbo_charge": [1.11, -0.47, 0.63, -0.49, 0.39, -0.28, -0.08, -0.06, -0.27, 0.28, -0.46, 0.63, -0.47, 0.06, -0.16, -0.13, -0.19, 0.06, -0.48, 0.07, -0.16, -0.12, -0.20, 0.07, -0.45, 0.29, 0.26, 0.26, 0.29, 0.27, 0.26, 0.26, 0.22, 0.27, 0.26, 0.26, 0.22, -0.60, 0.21, -0.24, 0.14, -0.42, -0.10, 0.43, 0.41, 0.23]
}



No. 5
{
  "formula": "C19H16AsCl4F6N4O5W",
  "method": "wB97M-V/def2-TZVPD",
  "e_homo_ev": [-13.9, -13.9],
  "spin_multiplicity": 2,
  "lumo_ev": [-6.90, -9.12],
  "relative_energy_kcal_mol": 74.4,
  "total_energy_ev": -165206.3691,
  "s_squared": 0.796,
  "charge": 2,
  "homo_lumo_gap_ha": [0.257, 0.175],
  "symbols": ["W", "Cl", "C", "C", "C", "C", "O", "C", "C", "O", "C", "H", "H", "H", "H", "F", "As", "F", "F", "F", "F", "F", "Cl", "C", "C", "O", "O", "H", "H", "C", "N", "C", "C", "O", "N", "C", "N", "H", "H", "H", "H", "H", "H", "H", "Cl", "C", "C", "C", "C", "C", "Cl", "C", "N", "H", "H", "H"],
  "positions_angstrom": [[0.800, -0.629, -0.009], [-5.498, -4.803, 0.351], [-4.021, -3.750, 0.569], [-3.498, -3.721, 1.827], [-2.456, -2.768, 2.123], [-1.633, -2.227, 0.964], [-0.747, -1.517, 1.049], [-2.076, -2.738, -0.419], [-1.257, -2.420, -1.601], [-0.175, -1.834, -1.545], [-3.297, -3.452, -0.474], [-4.134, -4.030, 2.700], [-2.166, -2.486, 3.176], [-1.698, -2.452, -2.727], [-3.598, -3.671, -1.556], [-2.229, 0.184, -3.180], [-1.968, 0.105, -4.889], [-3.412, 0.849, -5.109], [-1.725, -1.525, -4.634], [-1.843, -0.093, -6.566], [-0.557, 1.013, -4.849], [1.221, 0.534, -1.447], [3.041, -5.020, 0.869], [3.043, -3.939, -0.645], [2.246, -2.764, -0.348], [1.270, -2.747, 0.470], [2.281, -1.642, -0.970], [2.532, -4.413, -1.536], [3.997, -3.728, -1.124], [-2.219, 5.228, -1.130], [-1.258, 4.079, -0.947], [-1.633, 2.702, -1.182], [-0.575, 2.057, -0.248], [-0.680, 0.798, 0.054], [0.287, 2.905, 0.229], [-0.197, 4.123, -0.188], [0.338, 5.213, 0.406], [-2.242, 5.680, -2.106], [-1.994, 5.978, -0.368], [-3.219, 4.890, -0.963], [-1.386, 2.415, -2.243], [-2.592, 2.387, -0.945], [1.219, 5.294, 0.920], [-0.151, 6.076, 0.097], [1.087, -0.850, 4.267], [2.593, -0.093, 3.692], [3.528, 0.160, 4.602], [4.701, 0.764, 4.124], [4.903, 1.128, 2.814], [3.891, 0.812, 1.819], [4.239, 1.311, 0.252], [2.684, 0.231, 2.286], [1.736, -0.056, 1.343], [3.306, -0.135, 5.598], [5.413, 1.076, 4.910], [5.779, 1.511, 2.438]],
  "nbo_charge": [2.16, 0.09, 0.05, -0.19, -0.14, 0.58, -0.51, -0.22, 0.46, -0.59, -0.14, 0.28, 0.27, 0.22, 0.27, -0.62, 2.87, -0.54, -0.57, -0.57, -0.55, -0.51, 0.01, -0.49, 0.80, -0.63, -0.61, 0.28, 0.28, -0.41, -0.36, -0.30, 0.69, -0.70, -0.52, 0.66, -0.75, 0.24, 0.21, 0.23, 0.25, 0.25, 0.46, 0.41, 0.00, 0.04, -0.24, -0.13, -0.22, -0.01, 0.12, -0.02, -0.38, 0.26, 0.25, 0.24]
}